No. 1
The following is a quantum chemistry calculation of a cluster of 2 separate species, C6H10N2O3 in total at a distorted geometry, from the OMol25 dataset.

ORCA input file:
```
! wB97M-V def2-TZVPD RIJCOSX def2/J DEFGRID3
* xyz 0 1
C 1.201 1.318 1.259
C 2.759 0.275 0.192
C 0.611 0.474 0.376
C 1.259 -1.196 -1.304
C -1.874 1.185 -0.829
C -1.605 -0.552 0.744
N 2.588 1.184 1.120
N 1.571 -0.188 -0.316
O -1.684 -0.964 2.016
O -1.675 -1.488 -0.166
O -2.243 0.686 0.449
H 0.615 1.835 1.905
H 3.690 0.240 -0.274
H 1.869 -2.097 -1.129
H 0.256 -1.211 -1.321
H 1.591 -1.041 -2.388
H -0.803 1.297 -0.722
H -2.355 2.277 -0.899
H -2.196 0.449 -1.531
H -1.775 -0.161 2.515
H -1.802 -2.321 0.301
*
```

## Properties
**Lowest unoccupied orbital energy**: 0.22 eV
**HOMO**: -7.839 eV

=====

No. 2
The following is a quantum chemistry calculation of a cluster of 2 separate species, C6H10N2O4 in total at a distorted geometry, from the OMol25 dataset.

ORCA input file:
```
! wB97M-V def2-TZVPD RIJCOSX def2/J DEFGRID3
* xyz 0 1
O 4.445 -1.979 2.231
C 3.570 -1.404 1.534
N 2.419 -0.971 1.036
C 1.734 -0.199 2.135
O 1.217 -1.163 3.118
C 0.406 -2.076 2.316
O -0.615 -1.699 1.645
H 0.858 0.442 1.787
H 2.518 0.516 2.591
H 0.741 -3.171 2.254
C -2.188 0.054 -2.447
N -1.411 0.922 -1.586
C -0.992 2.216 -2.088
C -1.062 0.560 -0.317
O -0.413 1.238 0.458
H -1.608 -0.165 -3.348
H -3.114 0.565 -2.725
H -2.433 -0.882 -1.943
H 0.100 2.272 -2.062
H -1.399 2.998 -1.443
H -1.343 2.363 -3.110
H -1.431 -0.438 -0.035
*
```

## Properties
**Lowest unoccupied orbital energy**: 0.32 eV
**SMILES**: O=C=NCOC=O.CN(C)C=O
**HOMO**: -9.343 eV

=====

No. 3
The following is a quantum chemistry calculation of the ion C6H10N3 with charge +1 at a distorted geometry, from the OMol25 dataset.

ORCA input file:
```
! wB97M-V def2-TZVPD RIJCOSX def2/J DEFGRID3
* xyz 1 1
C 1.196 -0.361 -0.049
C -0.137 0.130 -0.096
C -1.511 -0.716 -0.053
C -2.467 0.415 0.338
C -1.806 1.656 -0.247
C 3.614 -0.095 -0.157
N 2.289 1.670 0.441
N -0.478 1.391 -0.324
N 2.332 0.467 0.112
H 1.463 -1.315 0.137
H -1.736 -0.932 -1.162
H -1.291 -1.518 0.643
H -3.529 0.230 0.102
H -2.321 0.308 1.438
H -2.322 1.902 -1.204
H -1.951 2.645 0.276
H 3.781 -0.617 -1.104
H 4.436 0.567 -0.152
H 3.913 -0.940 0.520
*
```

## Properties
**Lowest unoccupied orbital energy (spin up / spin down)**: -6.28 / -7.01 eV
**HOMO (spin up / spin down)**: -13.632 / -14.157 eV

=====

No. 4
The following is a quantum chemistry calculation of a cluster of 2 separate species, C6H10N3O in total, from the OMol25 dataset.

ORCA input file:
```
! wB97M-V def2-TZVPD RIJCOSX def2/J DEFGRID3
* xyz 1 1
C -2.921 0.958 -0.070
C -1.599 1.149 0.238
C -3.366 -0.363 -0.266
C -0.716 0.042 0.400
C 2.366 1.017 -0.320
C 2.109 -0.418 -0.078
N -2.575 -1.384 -0.116
N -1.319 -1.132 0.216
N 2.442 -0.982 1.057
O 1.687 -1.216 -1.023
H -3.615 1.778 -0.179
H -1.203 2.143 0.381
H -4.381 -0.594 -0.547
H 2.744 1.511 0.571
H 3.102 1.129 -1.120
H 1.458 1.528 -0.641
H -0.779 -1.987 0.328
H 2.299 -1.976 1.192
H 2.788 -0.439 1.834
H 1.480 -0.766 -1.857
*
```

## Properties
**Lowest unoccupied orbital energy**: -3.32 eV
**HOMO**: -11.994 eV

=====

No. 5
The following is a quantum chemistry calculation of the ion C6H10N3O with charge +1 at a distorted geometry, from the OMol25 dataset.

ORCA input file:
```
! wB97M-V def2-TZVPD RIJCOSX def2/J DEFGRID3
* xyz 1 1
C -1.067 1.302 -0.131
C 0.951 0.362 -0.426
C -0.715 -0.928 -0.264
C 2.128 -0.356 -0.002
C 3.320 0.506 0.219
C -3.063 -0.070 0.038
N 0.217 1.453 -0.360
N -1.579 0.008 -0.056
N -0.668 -2.175 -0.024
O 2.118 -1.563 0.148
H -1.704 2.162 -0.022
H 4.007 0.345 1.054
H 2.971 1.559 0.212
H 3.873 0.199 -0.662
H -3.450 -1.006 -0.358
H -3.398 0.018 1.129
H -3.479 0.841 -0.621
H 0.626 2.481 -0.434
H 0.185 -2.587 -0.206
H -1.276 -2.550 0.769
*
```

## Properties
**Lowest unoccupied orbital energy**: -3.94 eV
**HOMO**: -11.968 eV

=====

No. 6
The following is a quantum chemistry calculation of the ion C6H10N3O2 with charge +1 at a distorted geometry, from the OMol25 dataset.

ORCA input file:
```
! wB97M-V def2-TZVPD RIJCOSX def2/J DEFGRID3
* xyz 1 1
O 1.077 -2.725 -1.363
C 0.242 -1.988 -1.669
N -0.710 -2.061 -2.653
C -1.488 -0.905 -2.880
C -1.149 -0.023 -1.590
N -0.034 -0.721 -0.957
N 0.459 -0.591 0.181
C 0.429 0.551 0.820
C 1.091 0.896 1.994
C 1.771 0.360 3.245
O 2.682 -0.704 3.380
H -0.586 -2.533 -3.517
H -2.500 -1.249 -2.725
H -1.251 -0.204 -3.711
H -0.851 0.947 -1.735
H -1.877 0.139 -0.817
H -0.074 1.343 0.413
H 0.902 2.016 2.287
H 2.261 1.146 3.799
H 0.934 -0.067 3.813
H 3.173 -1.188 2.712
*
```

## Properties
**Lowest unoccupied orbital energy**: -6.30 eV
**SMILES**: O=C1NCC/[N+]1=N\C=C/CO
**HOMO**: -13.944 eV

=====

No. 7
The following is a quantum chemistry calculation of a cluster of 2 separate species, C6H10N3S in total at a distorted geometry, from the OMol25 dataset.

ORCA input file:
```
! wB97M-V def2-TZVPD RIJCOSX def2/J DEFGRID3
* xyz 1 1
C -2.478 1.365 -0.804
C -3.105 0.396 -0.035
C -1.080 1.538 -0.581
C -2.375 -0.209 1.053
C -0.405 0.718 0.358
C 0.971 0.805 0.793
N -1.045 -0.181 1.124
N 1.440 -1.424 -0.836
N 1.383 0.192 1.860
S 2.086 1.755 -0.105
H -2.920 1.691 -1.675
H -4.252 0.366 0.079
H -0.606 2.408 -1.169
H -2.748 -0.804 1.825
H 2.111 -1.513 -1.615
H 1.684 -2.370 -0.418
H 0.413 -1.378 -1.257
H 2.353 0.390 2.172
H 0.788 -0.489 2.329
H 3.107 1.744 0.581
*
```

## Properties
**Lowest unoccupied orbital energy**: -4.82 eV
**HOMO**: -13.717 eV